# 1
The following is a DFT calculation (ωB97M-V/def2-TZVPD) of a 2-piece molecular cluster, C28H32N3O2 overall in a non-equilibrium geometry.

The geometry in XYZ format:
```
65
Properties=species:S:1:pos:R:3
C -4.097 1.227 4.090
N -2.657 1.407 4.044
C -2.176 2.768 4.039
C -1.777 0.382 4.079
N -0.508 0.666 4.056
C 0.423 -0.442 4.062
C 1.874 -0.012 4.056
C 2.545 0.184 5.265
C 3.884 0.581 5.266
C 4.555 0.776 4.051
C 3.881 0.575 2.839
C 2.541 0.177 2.844
N -2.353 -0.917 4.103
C -2.214 -1.785 5.264
C -2.652 -1.584 2.843
H -4.311 0.156 4.141
H -4.512 1.733 4.973
H -4.556 1.661 3.190
H -1.084 2.716 4.026
H -2.568 3.292 3.155
H -2.541 3.298 4.932
H 0.267 -1.088 4.944
H 0.245 -1.089 3.182
H 2.000 0.027 6.199
H 4.396 0.733 6.216
H 5.601 1.079 4.048
H 4.390 0.722 1.885
H 1.995 0.017 1.912
H -1.863 -1.205 6.128
H -3.195 -2.220 5.509
H -1.512 -2.612 5.069
H -2.682 -0.858 2.020
H -1.895 -2.353 2.611
H -3.631 -2.081 2.916
C -2.517 8.152 -2.252
O -1.538 7.551 -1.370
C -1.389 6.205 -1.423
C -0.434 5.618 -0.554
C -0.249 4.251 -0.569
C -0.994 3.404 -1.444
C -0.809 1.975 -1.471
O -1.599 1.317 -2.368
C -1.522 -0.058 -2.514
C -0.621 -0.799 -1.722
C -0.575 -2.206 -1.918
C -1.403 -2.810 -2.847
C -2.298 -2.039 -3.614
C -2.362 -0.657 -3.453
C 0.165 -0.104 -0.788
C 0.081 1.275 -0.670
C -1.937 4.012 -2.299
C -2.139 5.379 -2.297
H -2.451 9.215 -2.025
H -2.270 7.970 -3.308
H -3.529 7.777 -2.044
H 0.134 6.267 0.111
H 0.486 3.802 0.099
H 0.133 -2.770 -1.306
H -1.362 -3.892 -2.985
H -2.946 -2.531 -4.341
H -3.046 -0.043 -4.038
H 0.880 -0.664 -0.185
H 0.696 1.835 0.033
H -2.537 3.426 -2.990
H -2.878 5.812 -2.975
```

Calculated values
- Net charge: +1
- ΔE to the lowest compared entry with this formula, charge and spin: 12.74 kcal per mole
- E_tot: -1400.62305 Eh
- Spin multiplicity: 1
- Frontier orbital gap: 5.04 eV
- LUMO: -4.9 eV


# 2
The following is a DFT calculation (ωB97M-V/def2-TZVPD) of one molecule with the formula C28H32N4O4 in a non-equilibrium geometry.

The geometry in XYZ format:
```
68
Properties=species:S:1:pos:R:3
C -6.012 -0.959 -0.136
C -4.599 -0.962 -0.632
C -4.294 -0.682 -1.957
C -2.979 -0.675 -2.389
C -1.948 -0.936 -1.506
C -2.243 -1.228 -0.178
N -1.205 -1.455 0.772
C -0.474 -2.597 0.861
O 0.206 -2.851 1.837
C -0.488 -3.538 -0.337
C 0.972 -3.818 -0.714
C 1.677 -2.514 -1.038
O 1.146 -1.599 -1.631
N 2.968 -2.456 -0.606
C 3.810 -1.375 -0.750
C 3.582 -0.133 -1.400
C 4.753 0.544 -1.214
C 5.188 1.902 -1.619
O 5.606 -0.227 -0.520
N 5.018 -1.415 -0.236
C -1.207 -0.557 1.927
C -1.800 0.815 1.542
O -2.701 1.330 2.169
N -1.182 1.371 0.492
C -1.411 2.714 0.014
C -0.147 3.561 0.194
C 0.757 3.156 -0.978
C -0.180 2.584 -2.062
C -1.602 2.718 -1.503
C 0.170 -0.262 2.473
C 0.314 -0.049 3.838
C 1.540 0.309 4.370
C 2.638 0.461 3.543
C 2.503 0.250 2.182
C 1.277 -0.103 1.648
C -3.562 -1.242 0.249
H -6.710 -0.748 -0.942
H -6.264 -1.924 0.303
H -6.130 -0.202 0.638
H -5.090 -0.463 -2.654
H -2.753 -0.452 -3.421
H -0.921 -0.915 -1.837
H -0.968 -4.470 -0.031
H -1.029 -3.118 -1.180
H 1.014 -4.463 -1.594
H 1.469 -4.315 0.119
H 3.356 -3.215 -0.063
H 2.700 0.178 -1.916
H 4.441 2.350 -2.267
H 6.142 1.848 -2.140
H 5.323 2.529 -0.739
H -1.824 -0.975 2.733
H -0.428 0.869 0.050
H -2.271 3.102 0.563
H 0.322 3.385 1.162
H -0.413 4.616 0.127
H 1.322 4.011 -1.348
H 1.479 2.404 -0.656
H 0.051 1.535 -2.253
H -0.076 3.117 -3.005
H -2.041 3.670 -1.802
H -2.258 1.914 -1.831
H -0.541 -0.165 4.487
H 1.636 0.466 5.434
H 3.598 0.736 3.955
H 3.359 0.361 1.534
H 1.200 -0.289 0.586
H -3.790 -1.462 1.281
```

Calculated values
- Structure (SMILES): Cc1cccc(N(C(=O)CCC(=O)Nc2cc(C)on2)[C@H](C(=O)NC2CCCC2)c2ccccc2)c1
- ΔE to the lowest compared entry with this formula, charge and spin: 36.64 kcal per mole
- E_tot: -1606.20123 Eh
- Spin multiplicity: 1
- Frontier orbital gap: 9.23 eV
- LUMO: 0.7 eV


# 3
The following is a DFT calculation (ωB97M-V/def2-TZVPD) of C28H32N5O3PV as an isolated structure in a non-equilibrium geometry.

The geometry in XYZ format:
```
70
Properties=species:S:1:pos:R:3
V -0.316 0.821 0.339
C -0.453 -2.207 -1.980
N -1.212 -1.785 -0.685
C -0.838 -2.563 0.541
C 0.620 -2.525 0.844
C 1.330 -3.696 1.047
C 2.682 -3.590 1.339
C 3.259 -2.334 1.397
C 2.457 -1.220 1.210
N 1.145 -1.306 0.967
C -2.689 -1.544 -0.645
C -3.108 -0.560 0.477
C -4.409 -0.700 0.924
C -4.927 0.196 1.848
C -4.140 1.229 2.314
C -2.845 1.310 1.840
N -2.322 0.430 0.965
C 1.295 -0.077 -2.156
C 2.344 -0.389 -2.984
C 3.498 0.384 -2.934
C 3.547 1.464 -2.076
C 2.456 1.715 -1.264
N 1.346 0.963 -1.259
H -1.128 -2.664 -2.697
H 0.349 -2.879 -1.684
H -1.203 -3.568 0.327
H -1.414 -2.175 1.382
H 0.851 -4.662 0.948
H 3.279 -4.479 1.494
H 4.315 -2.210 1.597
H 2.870 -0.223 1.267
H -3.203 -2.491 -0.489
H -2.961 -1.135 -1.618
H -5.020 -1.510 0.542
H -5.948 0.081 2.194
H -4.507 1.959 3.022
H -2.179 2.098 2.174
H 2.262 -1.209 -3.687
H 4.339 0.155 -3.577
H 4.414 2.107 -2.023
H 2.468 2.534 -0.560
N -0.644 -0.422 -0.912
C -0.100 -0.716 -2.224
C -0.891 -0.150 -3.396
C -1.667 0.991 -3.256
C -2.346 1.523 -4.346
C -2.254 0.909 -5.587
C -1.479 -0.235 -5.737
C -0.800 -0.757 -4.645
H -1.755 1.483 -2.295
H -2.946 2.416 -4.226
H -2.785 1.320 -6.435
H -1.408 -0.717 -6.703
H -0.199 -1.652 -4.785
C 0.595 3.739 3.855
O 0.251 2.952 2.684
P 1.050 1.688 2.159
O 1.312 0.774 3.455
C 0.228 0.130 4.132
O 2.558 2.115 1.893
C 3.584 2.265 2.909
H 1.067 3.112 4.608
H -0.328 4.152 4.247
H 1.260 4.542 3.547
H -0.059 0.716 5.003
H 0.571 -0.849 4.456
H -0.639 0.011 3.476
H 3.771 1.305 3.383
H 3.272 2.989 3.657
H 4.472 2.624 2.400
```

Calculated values
- Net charge: +2
- Expectation value of S²: 0.76
- E_tot: -2870.51449 Eh
- Spin multiplicity: 2
- Frontier orbital gap (spin up / spin down): 7.70 / 6.95 eV
- LUMO (spin up / spin down): -5.2 / -5.4 eV